{
  "formula": "C4H5N3O",
  "method": "ωB97M-V/def2-TZVPD",
  "elements": ["C", "C", "C", "C", "H", "H", "H", "H", "H", "N", "N", "N", "O"],
  "xyz": [[2.52097, -0.67120, 0.04032], [1.15384, -0.06769, -0.05034], [-0.92505, 0.27093, -0.18808], [-2.26791, 0.32988, -0.08616], [2.92757, -0.40326, 1.03044], [3.17787, -0.21786, -0.68517], [2.49554, -1.75198, -0.06309], [-2.51576, 1.39146, -0.16264], [-4.14073, -0.28758, 0.12936], [0.02801, -0.72929, -0.16271], [-0.27651, 1.54849, 0.02057], [1.01834, 1.26842, 0.05706], [-3.19620, -0.68032, 0.12045]],
  "forces_ev_per_angstrom": [[-0.4014, 0.2033, 0.7289], [-0.2076, -2.1908, -0.1728], [1.9717, 0.0561, 1.1534], [-1.3134, -0.6304, 0.3695], [-0.0705, -0.2004, -0.3176], [0.1967, 0.0636, -0.3428], [-0.0418, 0.0458, -0.0679], [-1.0425, -0.3785, 0.2842], [2.3644, -0.7552, -0.0567], [-0.1877, -0.1005, -0.3134], [1.7829, -1.2918, -1.0175], [-2.9381, 2.5122, 0.4190], [-0.1125, 2.6667, -0.6662]],
  "total_energy_ev": -10744.648,
  "smiles": "CC1=N/C(=C\\O)N=N1",
  "e_lumo_ha": -0.0342,
  "gap_ev": 8.876
}

***

{
  "formula": "C5H12O",
  "method": "ωB97M-V/def2-TZVPD",
  "elements": ["C", "C", "C", "H", "H", "H", "H", "H", "H", "H", "H", "C", "C", "O", "H", "H", "H", "H"],
  "xyz": [[-1.32742, -1.20927, -0.25468], [-1.88607, 0.20725, -0.33456], [-2.01629, 0.92519, 1.01675], [-1.46245, -1.71509, -1.21077], [-0.25200, -1.23074, -0.04308], [-1.87160, -1.82498, 0.45839], [-1.17550, 0.81704, -0.88531], [-2.80992, 0.16024, -0.90637], [-1.38586, 1.81171, 1.11443], [-1.78673, 0.27133, 1.86185], [-3.04506, 1.21932, 1.24620], [2.69960, -0.77738, 0.28286], [2.88639, 0.28651, -0.60004], [2.10259, 1.30231, -0.53422], [3.28869, -1.68414, 0.20349], [1.77588, -1.02192, 0.80719], [3.76191, 0.39820, -1.23030], [2.50384, 2.06442, -0.99184]],
  "forces_ev_per_angstrom": [[-0.2056, -0.1741, -0.3978], [0.6654, 0.1688, 0.3269], [-0.7076, -0.2919, 0.6650], [0.1332, 0.0164, -0.1312], [-0.1283, -0.0190, 0.2535], [0.1438, 0.0507, 0.2882], [-0.0704, -0.0163, -0.6323], [-0.1187, 0.2718, 0.1540], [-0.0783, -0.0732, -0.1418], [0.2925, -0.1319, -0.1069], [0.1004, 0.1984, -0.2984], [-0.9994, -1.9781, -0.6920], [0.4816, 0.7790, 0.7410], [0.1229, 0.0056, 0.1298], [0.6960, 0.4198, -0.0242], [0.0206, 1.0187, 0.2139], [0.0958, -0.3867, -0.0979], [-0.4439, 0.1417, -0.2498]],
  "spin_multiplicity": 2,
  "s2": 0.756,
  "total_energy_ev": -7416.766,
  "e_lumo_ha": [-0.1922, -0.3233],
  "total_charge": 1,
  "gap_ev": [9.040, 5.472]
}

***

{
  "formula": "C17H18BBrN6O2Zn",
  "method": "ωB97M-V/def2-TZVPD",
  "elements": ["C", "N", "N", "C", "C", "B", "N", "N", "C", "C", "C", "Zn", "N", "N", "C", "C", "C", "H", "H", "H", "H", "H", "H", "H", "H", "H", "H", "H", "C", "H", "H", "H", "Br", "C", "C", "C", "C", "C", "C", "C", "O", "O", "H", "H", "H", "H"],
  "xyz": [[0.34792, 2.63711, -0.36284], [0.49837, 1.40864, -0.87129], [0.70157, 1.54842, -2.24051], [0.55714, 2.84537, -2.57121], [0.34784, 3.58142, -1.40842], [0.92040, 0.26649, -3.10305], [1.99078, -0.65607, -2.43290], [1.93525, -0.99739, -1.08372], [3.00870, -1.77519, -0.83990], [3.70476, -2.01177, -2.04787], [3.00914, -1.30258, -3.02021], [-0.00556, -0.43800, -0.21499], [-0.38369, -0.58136, -3.05916], [-0.86612, -1.04395, -1.85080], [-2.01953, -1.70904, -2.10087], [-2.28438, -1.64331, -3.48177], [-1.22723, -0.92575, -4.03958], [-2.58740, -2.18532, -1.31028], [-1.02736, -0.60643, -5.05209], [-3.13868, -2.03704, -3.99165], [1.22348, 0.54093, -4.21778], [3.11548, -1.24649, -4.09036], [0.56073, 3.15046, -3.59977], [4.57130, -2.62744, -2.19589], [0.17186, 4.63333, -1.32256], [3.25522, -2.12424, 0.15867], [0.23846, 2.80743, 0.69539], [-0.04043, -2.51594, 0.55683], [0.43095, -2.72886, 1.52898], [1.18880, -3.50084, 1.37151], [0.93786, -1.81032, 1.88084], [-0.35341, -2.99367, 2.24475], [-2.11104, 3.51157, 2.28852], [-1.58631, 2.10343, 3.43532], [-1.01593, 2.37975, 4.68315], [-0.52169, 1.33548, 5.47285], [-0.58739, 0.02158, 5.00684], [-1.17185, -0.26063, 3.76336], [-1.70668, 0.77872, 2.98719], [-2.39570, 0.51094, 1.66046], [-3.62457, 0.56039, 1.66051], [-1.62709, 0.22986, 0.66606], [-0.93642, 3.40892, 5.01994], [-0.07698, 1.54523, 6.43867], [-0.17990, -0.79733, 5.59207], [-1.24062, -1.28649, 3.39759]],
  "forces_ev_per_angstrom": [[-0.0406, -0.1374, -1.3441], [0.7995, 0.7454, -0.3347], [-0.2277, -0.5106, 0.8937], [0.0106, -0.1210, 0.7241], [0.0525, -0.7090, 0.0289], [-1.3912, 0.6485, 0.2551], [1.7847, -1.0987, -1.1999], [2.3432, -1.7199, 1.2782], [-2.1001, 1.4276, 0.4409], [0.6542, -0.5746, 0.3993], [-2.3837, 1.7686, -0.4205], [-0.1524, 0.8551, 0.1405], [-0.1176, -0.1224, 0.6058], [-0.8664, -0.9699, -1.0963], [1.0747, 0.8128, -0.8385], [0.3927, 0.1541, 0.3343], [-0.3044, -0.2028, 0.4258], [0.1227, 0.1983, -0.1102], [-0.1032, -0.1410, 0.0416], [-0.1498, -0.1067, -0.1319], [0.1194, -0.1107, -0.0223], [0.3152, 0.0952, -0.0406], [0.2058, 0.1090, -0.1555], [0.1860, -0.1115, -0.0025], [0.0695, 0.2328, -0.0498], [-0.2144, 0.0246, -0.2643], [-0.0917, -0.1336, -0.0352], [-0.1181, -0.3732, 0.0556], [0.1892, 0.8548, -0.1673], [-0.3389, 0.0081, 0.1787], [-0.1066, -0.3278, 0.0769], [0.3422, -0.1807, -0.2468], [0.0753, -0.5232, 0.6723], [-0.0327, 1.3597, 0.5210], [0.3045, -0.0967, 0.1136], [-0.4083, 1.1278, -0.4694], [-0.4485, -1.1008, -1.4547], [0.0345, -0.1139, 0.9916], [-0.6416, -0.7531, -0.7176], [1.4732, -0.6789, -0.7479], [1.0286, 0.1226, 0.4374], [-1.1492, -0.0258, 1.1570], [-0.0312, -0.1647, -0.0439], [-0.0852, 0.0529, -0.0628], [-0.0318, 0.1604, -0.0355], [-0.0429, 0.3502, 0.2200]],
  "total_energy_ev": -150076.890,
  "e_lumo_ha": [-0.3654, -0.4005],
  "total_charge": 2,
  "gap_ev": [5.068, 3.992]
}

***

{
  "formula": "C22H17F4N6NaS",
  "method": "ωB97M-V/def2-TZVPD",
  "elements": ["Na", "C", "N", "C", "C", "C", "N", "C", "C", "F", "C", "F", "C", "C", "F", "C", "F", "H", "H", "H", "H", "H", "H", "H", "H", "H", "H", "H", "S", "N", "C", "C", "C", "C", "C", "N", "C", "C", "N", "C", "C", "C", "C", "C", "N", "H", "H", "H", "H", "H", "H"],
  "xyz": [[-1.09391, 1.16292, 0.49907], [-4.59907, 0.56502, -0.14904], [-3.66048, 0.79299, 1.07487], [-4.10771, 2.05361, 1.77973], [-3.60405, -0.38052, 1.96564], [-2.43886, -1.33100, 1.53230], [-1.16743, -0.72071, 1.88299], [-0.03426, -1.41245, 1.73210], [1.20011, -0.75466, 2.03974], [1.33884, 0.57234, 2.34236], [2.42941, -1.42101, 1.82056], [3.62497, -0.73685, 1.94771], [2.50410, -2.70828, 1.22270], [1.28527, -3.35177, 0.91686], [1.34146, -4.56845, 0.31518], [0.07695, -2.72630, 1.09333], [-0.99666, -3.24400, 0.39762], [-5.46112, -0.06168, 0.10957], [-4.08106, 0.10476, -0.99385], [-4.91724, 1.51793, -0.55178], [-5.03959, 1.91144, 2.34740], [-4.38337, 2.79743, 1.02753], [-3.31068, 2.41693, 2.35497], [-4.56071, -0.93442, 1.89967], [-3.41796, -0.02558, 3.00575], [-2.48489, -1.69983, 0.47841], [-2.49284, -2.26832, 2.16298], [3.45167, -3.26342, 1.22520], [5.41236, 0.18889, -3.44852], [3.96331, -0.61054, -3.56738], [3.19559, -0.14923, -2.55810], [1.83979, -0.55505, -2.37929], [1.23328, -1.61723, -3.00437], [-0.14033, -1.77078, -2.97580], [-0.88005, -0.82944, -2.28930], [-0.35116, 0.18168, -1.56251], [0.98759, 0.35092, -1.61261], [1.60413, 1.48884, -0.82289], [0.81184, 2.29018, -0.08071], [1.34044, 3.32645, 0.57163], [2.71665, 3.53028, 0.59897], [3.52726, 2.75849, -0.23190], [2.96372, 1.69951, -0.89099], [3.77038, 0.88463, -1.82538], [5.03366, 1.09948, -2.14634], [1.87026, -2.23382, -3.61485], [-0.61106, -2.65988, -3.45892], [-2.00278, -0.85310, -2.25434], [0.61001, 3.90452, 1.13287], [3.10296, 4.41315, 1.15004], [4.60127, 2.87594, -0.20888]],
  "forces_ev_per_angstrom": [[-0.5986, -0.2769, 0.3078], [1.3636, -0.0878, 1.2509], [-1.4812, 1.1909, -1.4689], [-1.2925, -1.5592, -1.7468], [0.6851, -0.4231, -0.6577], [0.0688, -0.9440, 1.3822], [0.3734, 0.4946, -0.4750], [-1.1491, 0.3104, -0.7031], [2.7927, -1.4960, -0.5125], [-0.9828, -0.3657, 0.0853], [-0.6050, -0.2257, -1.3499], [-1.2289, -0.4753, 0.3049], [-0.2437, 0.1395, 1.1726], [1.0632, 0.6475, -0.0847], [-0.1648, 0.4612, 0.2266], [0.1850, 0.6331, 0.0991], [0.5127, 0.0501, 0.5652], [0.0468, 0.1894, 0.0652], [0.2330, -0.3368, 0.3541], [-0.2081, 0.2714, 0.2590], [0.3331, -0.1207, 0.3156], [0.3569, -0.0048, -0.0044], [0.9309, 0.4884, 1.1516], [0.2339, 0.1731, 0.3207], [-0.0915, -0.3887, -0.7289], [-0.4753, 0.6771, 0.5767], [-0.5229, 0.5913, -0.6071], [-0.5124, 0.3673, -0.2006], [-1.7347, -0.3998, 1.0931], [0.4653, 0.5248, 1.0100], [0.9068, -0.9665, -2.1718], [-2.2221, 1.9741, 1.3554], [0.1871, -0.0155, -0.5993], [-0.2393, -0.9368, -0.2308], [-1.2460, 0.6661, 0.9916], [0.9621, -0.3970, -0.8027], [0.2997, -0.8810, 0.0045], [-1.2312, -0.4569, -0.0933], [0.1148, -0.0086, -0.6438], [0.0400, -1.2937, -0.0689], [0.2780, 1.4522, -0.3559], [-0.0478, 0.6094, 2.0199], [1.1831, -0.7270, -1.3119], [0.4838, 0.3760, 0.7066], [0.2871, 0.6471, -0.4448], [-0.0010, -0.4407, -0.0085], [0.3273, 1.0746, 0.4012], [1.2485, -0.2266, -0.1011], [0.4131, 0.1752, 0.0201], [-0.1202, -0.8939, -0.3674], [0.0233, 0.1639, -0.3000]],
  "total_energy_ev": -58151.495,
  "e_lumo_ha": -0.0295,
  "gap_ev": 5.440
}